(1)
91
Properties=species:S:1:pos:R:3 method="wB97M-V/def2-TZVPD" relative_energy_kj_mol=309.02 homo_lumo_gap_ev="5.24 / 6.35" largest_force_ev_per_a=4.2 spin_multiplicity=4 total_charge=-1
C 2.20 1.53 -5.04
C 2.62 2.01 -3.69
H 2.65 2.15 -5.83
H 1.11 1.59 -5.13
H 2.49 0.48 -5.19
C 3.56 2.96 -3.52
C 4.04 3.86 -4.63
H 4.04 3.11 -2.56
H 3.22 4.42 -5.10
H 4.59 3.33 -5.42
H 4.73 4.60 -4.19
V -1.70 -0.79 1.19
Cl -3.95 -0.93 0.62
C 1.21 -0.59 2.04
O 0.06 -0.09 1.94
N 1.75 -0.78 3.24
C 1.07 -0.19 4.39
C 3.15 -1.13 3.37
H 1.81 -0.85 1.16
H 0.00 -0.43 4.35
H 1.19 0.90 4.38
H 1.53 -0.60 5.29
H 3.43 -1.85 2.59
H 3.30 -1.59 4.35
H 3.80 -0.25 3.29
H -5.14 -2.32 5.54
H -5.59 -3.81 3.95
C -4.35 -1.74 5.03
C -4.98 -3.30 3.20
N -3.94 -2.54 3.89
H -3.51 -1.59 5.71
C -2.86 -2.25 3.17
O -2.14 -1.23 3.30
H -4.50 -4.03 2.55
H -2.65 -2.99 2.38
H -4.76 -0.76 4.73
H -5.60 -2.64 2.58
H -1.42 2.67 -1.21
H 0.91 4.27 0.21
C -1.55 3.54 -0.54
C 0.19 4.22 1.04
N -0.87 3.29 0.72
H -2.61 3.77 -0.39
C -1.19 2.27 1.54
O -2.04 1.37 1.31
H 0.69 3.91 1.96
H -0.59 2.27 2.47
H -1.06 4.38 -1.02
H -0.23 5.23 1.15
O 0.58 1.85 -2.47
C 1.84 1.37 -2.52
C 2.64 2.08 -0.14
C 2.66 1.18 -1.21
H 1.91 2.89 -0.15
C 3.57 1.97 0.90
H 1.67 0.33 -2.87
C 3.51 0.08 -1.14
H 3.60 2.73 1.69
C 4.48 0.91 0.89
C 4.44 -0.05 -0.12
H 3.46 -0.64 -1.96
H 5.26 0.88 1.65
H 5.15 -0.88 -0.14
Si -1.94 0.75 -2.62
Cl -0.71 -0.01 -0.74
C -3.39 1.74 -1.90
C -2.93 -0.87 -2.79
C -1.31 1.28 -4.27
H -3.47 1.65 -0.81
H -4.29 1.30 -2.35
H -3.35 2.79 -2.21
H -0.72 2.20 -4.20
H -2.20 1.45 -4.88
H -0.72 0.47 -4.71
H -2.41 -1.73 -2.38
H -3.17 -1.05 -3.84
H -3.86 -0.78 -2.22
C -0.24 -4.92 1.33
C -0.40 -3.71 0.42
O -1.00 -2.57 0.95
C 1.04 -3.31 -0.05
F 1.62 -4.21 -0.88
F 1.09 -2.10 -0.69
F 1.86 -3.20 1.04
C -1.24 -4.16 -0.81
F -0.82 -5.33 -1.37
F -2.54 -4.33 -0.44
F -1.22 -3.24 -1.79
H 0.35 -4.68 2.22
H 0.28 -5.69 0.75
H -1.22 -5.31 1.64

***

(2)
122
Properties=species:S:1:pos:R:3 method="wB97M-V/def2-TZVPD" homo_lumo_gap_ev=5.38 largest_force_ev_per_a=3.4 total_charge=-1
C -3.11 1.92 3.26
C -2.19 1.17 2.26
O -0.91 1.77 2.15
B -0.56 1.98 0.79
O -1.29 3.00 0.16
B 0.67 1.09 -0.04
C 1.94 2.21 -0.04
C 3.29 1.65 -0.38
O 3.89 2.00 -1.30
I 4.26 0.11 0.83
O 0.90 -0.24 0.52
C 0.94 -1.11 -0.59
C 0.50 -0.34 -1.90
O 0.12 0.95 -1.41
H -2.82 2.97 3.32
H -4.12 1.80 2.86
H -3.05 1.46 4.25
H -2.06 0.14 2.64
H -2.72 1.10 1.30
H -0.69 3.40 -0.49
H 1.71 2.89 -0.85
H 1.95 2.82 0.86
H 2.03 -1.30 -0.72
H 0.47 -2.10 -0.48
H 1.39 -0.22 -2.53
H -0.37 -0.80 -2.36
C -1.58 -3.93 4.55
C -2.23 -2.62 4.93
C -3.33 -2.82 5.97
O -2.79 -2.00 3.77
H -2.31 -4.62 4.12
H -0.81 -3.78 3.80
H -1.13 -4.41 5.42
H -1.48 -1.93 5.32
H -4.12 -3.47 5.58
H -3.79 -1.86 6.22
H -2.93 -3.27 6.88
H -3.46 -2.60 3.41
C 1.43 -5.40 7.12
C 0.46 -4.87 8.17
C 0.73 -5.48 9.53
O -0.88 -5.16 7.77
H 1.33 -6.49 7.01
H 1.22 -4.96 6.15
H 2.47 -5.17 7.39
H 0.54 -3.79 8.23
H 0.61 -6.57 9.50
H 0.03 -5.10 10.27
H 1.75 -5.26 9.87
H -0.97 -6.12 7.71
C 2.68 7.33 -0.18
C 3.04 5.85 -0.09
C 4.34 5.55 -0.81
O 2.00 5.06 -0.64
H 2.53 7.63 -1.22
H 1.74 7.52 0.34
H 3.45 7.96 0.26
H 3.13 5.56 0.96
H 4.25 5.79 -1.88
H 4.58 4.49 -0.75
H 5.17 6.13 -0.40
H 1.90 5.30 -1.57
C -7.02 4.85 1.11
C -5.82 3.95 1.33
C -4.52 4.65 0.95
O -5.96 2.76 0.55
H -7.11 5.13 0.06
H -7.95 4.33 1.38
H -6.95 5.76 1.71
H -5.77 3.65 2.37
H -4.52 4.93 -0.11
H -3.67 3.99 1.10
H -4.38 5.56 1.54
H -6.00 3.02 -0.38
C -9.11 -4.27 4.78
C -7.74 -4.22 5.44
C -7.69 -3.17 6.54
O -6.74 -3.93 4.46
H -9.35 -3.31 4.32
H -9.12 -5.02 3.98
H -9.89 -4.51 5.50
H -7.49 -5.20 5.85
H -7.89 -2.18 6.14
H -6.70 -3.14 7.00
H -8.43 -3.39 7.32
H -6.94 -3.06 4.08
C 7.36 5.02 -3.54
C 6.23 5.63 -4.36
C 5.49 4.56 -5.16
O 6.77 6.61 -5.26
H 8.09 4.53 -4.19
H 7.88 5.79 -2.98
H 6.97 4.28 -2.84
H 5.53 6.14 -3.71
H 6.16 4.06 -5.86
H 4.69 5.02 -5.75
H 5.05 3.81 -4.50
H 7.39 6.16 -5.85
C 1.94 -0.01 -7.01
C 2.01 -0.82 -5.72
C 2.69 -2.16 -5.95
O 0.69 -1.03 -5.22
H 1.36 -0.54 -7.77
H 1.44 0.94 -6.83
H 2.94 0.18 -7.41
H 2.55 -0.26 -4.96
H 2.13 -2.76 -6.68
H 2.72 -2.74 -5.02
H 3.71 -2.03 -6.32
H 0.20 -1.53 -5.88
C 3.52 -4.35 -10.61
C 3.78 -4.29 -9.12
C 4.89 -5.25 -8.71
O 2.59 -4.60 -8.40
H 3.20 -5.35 -10.91
H 2.72 -3.66 -10.89
H 4.41 -4.09 -11.19
H 4.06 -3.27 -8.83
H 4.61 -6.28 -8.95
H 5.07 -5.20 -7.64
H 5.83 -5.01 -9.23
H 2.33 -5.50 -8.64

***

(3)
94
Properties=species:S:1:pos:R:3 method="wB97M-V/def2-TZVPD" homo_lumo_gap_ev="9.55 / 8.78" largest_force_ev_per_a=4.3 spin_multiplicity=3 total_charge=0
C 0.73 -1.78 6.90
C 0.51 -1.90 5.30
C -0.42 -3.18 4.90
C -1.80 -2.72 4.18
C -3.11 -3.38 4.83
C -3.96 -2.35 5.74
N -4.49 -1.18 4.97
C -4.75 -0.03 5.87
O -5.04 -0.20 7.08
O -4.74 1.32 5.41
C -3.44 1.94 5.62
C -2.37 1.15 4.69
C -1.02 2.04 4.47
N -0.12 1.77 5.66
H 0.71 -0.67 7.22
H 1.74 -2.21 7.22
H -0.09 -2.31 7.50
H 1.56 -1.98 4.85
H 0.07 -0.93 4.86
H -0.59 -3.74 5.87
H 0.23 -3.77 4.15
H -1.88 -1.59 4.35
H -1.74 -2.86 3.04
H -3.80 -3.66 3.96
H -2.90 -4.31 5.45
H -3.29 -1.96 6.59
H -4.80 -2.99 6.20
H -5.45 -1.47 4.67
H -3.42 3.06 5.44
H -3.12 1.75 6.70
H -2.03 0.25 5.33
H -2.85 0.83 3.71
H -0.47 1.60 3.57
H -1.25 3.14 4.33
H 0.77 1.35 5.32
H 0.08 2.68 6.08
C 1.04 0.83 -1.38
C 0.61 1.81 -0.26
C 0.21 3.16 -0.90
C 1.41 3.95 -1.42
C 2.45 4.14 -0.32
C 2.86 2.83 0.39
N 1.70 1.96 0.75
O 1.14 2.47 1.87
C 3.84 2.03 -0.50
C 3.73 3.21 1.61
C -0.66 1.15 0.33
H 0.18 0.51 -1.97
H 1.73 1.26 -2.11
H 1.50 -0.07 -0.96
H -0.32 3.78 -0.16
H -0.49 3.00 -1.72
H 1.86 3.45 -2.28
H 1.08 4.93 -1.77
H 3.33 4.63 -0.74
H 2.04 4.84 0.42
H 4.05 1.04 -0.07
H 4.80 2.55 -0.60
H 3.49 1.89 -1.53
H 3.22 3.90 2.29
H 4.64 3.73 1.30
H 4.03 2.33 2.18
H -0.42 0.19 0.79
H -1.40 0.96 -0.46
H -1.16 1.78 1.07
C -1.43 -2.23 -6.82
C -0.64 -1.23 -5.94
C -0.31 0.03 -6.77
C 0.77 -0.22 -7.81
C 2.02 -0.81 -7.16
C 1.75 -2.05 -6.28
N 0.58 -1.88 -5.37
O 0.98 -1.13 -4.32
C 1.53 -3.29 -7.17
C 3.06 -2.37 -5.52
C -1.67 -0.84 -4.85
H -2.44 -1.87 -7.02
H -0.99 -2.38 -7.81
H -1.52 -3.20 -6.33
H 0.02 0.84 -6.11
H -1.21 0.40 -7.27
H 0.41 -0.89 -8.60
H 1.03 0.72 -8.31
H 2.74 -1.06 -7.95
H 2.49 -0.02 -6.56
H 1.23 -4.16 -6.57
H 2.46 -3.57 -7.68
H 0.80 -3.15 -7.96
H 3.43 -1.52 -4.93
H 3.86 -2.62 -6.22
H 2.93 -3.22 -4.85
H -1.93 -1.70 -4.23
H -2.59 -0.46 -5.29
H -1.30 -0.04 -4.19

***

(4)
68
Properties=species:S:1:pos:R:3 method="wB97M-V/def2-TZVPD" homo_lumo_gap_ev="7.46 / 7.54" largest_force_ev_per_a=3.9 spin_multiplicity=5 total_charge=+1
Pm -0.35 0.78 0.91
N 4.31 -0.06 6.38
C 3.00 0.01 6.04
C 2.39 1.31 5.93
C 1.10 1.50 5.46
C 0.45 0.36 4.95
C 0.98 -0.93 5.19
C 2.18 -1.11 5.82
S -0.94 0.49 3.92
O -0.63 1.71 3.08
O -2.22 0.46 4.56
N -0.59 -0.78 2.91
C -1.67 -1.20 2.22
N -2.63 -1.90 2.83
C -3.48 -2.54 2.07
C -3.29 -2.73 0.68
C -2.49 -1.77 0.08
N -1.67 -1.03 0.88
H 4.77 0.86 6.47
H 4.86 -0.79 5.92
H 2.97 2.19 6.27
H 0.56 2.44 5.30
H 0.29 -1.71 4.87
H 2.48 -2.11 6.10
H -4.24 -3.10 2.59
H -3.83 -3.48 0.18
H -2.41 -1.60 -0.97
C 2.45 -2.27 -3.40
C 1.14 -2.38 -4.24
C 1.50 -2.63 -5.68
C 0.33 -3.64 -3.73
C 0.26 -1.17 -4.11
C -0.58 -0.73 -5.19
C -1.45 0.36 -5.04
C -1.50 1.07 -3.85
S -2.39 2.51 -3.44
C -1.73 2.30 -1.82
N -0.95 1.26 -1.60
C -0.68 0.65 -2.77
C 0.22 -0.44 -2.93
C -2.11 3.23 -0.75
C -3.26 4.08 -0.83
C -3.73 4.70 0.30
C -3.09 4.53 1.55
C -1.94 3.75 1.64
C -1.58 3.01 0.51
H 3.09 -3.16 -3.62
H 2.24 -2.24 -2.30
H 3.02 -1.34 -3.74
H 2.31 -3.31 -5.73
H 1.78 -1.67 -6.15
H 0.67 -3.03 -6.23
H 0.66 -4.59 -4.17
H -0.71 -3.53 -4.06
H 0.40 -3.71 -2.64
H -0.59 -1.23 -6.13
H -2.17 0.67 -5.85
H 0.79 -0.75 -2.09
H -3.72 4.36 -1.79
H -4.65 5.29 0.33
H -3.62 4.89 2.46
H -1.42 3.68 2.59
C 3.90 1.05 -1.34
C 2.88 1.00 -0.35
N 2.00 0.82 0.40
H 3.94 2.14 -1.64
H 3.57 0.54 -2.28
H 4.83 0.67 -0.92